Molecular formula: C32H62BrNO20
Method: DFT, wB97M-V/def2-TZVPD

Geometry as XYZ:
```
116
Properties=species:S:1:pos:R:3:mulliken_charge:R:1
H 1.974 -3.276 -4.113 0.30
H -4.418 -11.980 -3.781 0.36
H 0.756 5.613 -6.519 0.33
H 9.693 -0.582 8.274 0.29
H -5.615 2.526 2.928 0.35
H 6.594 1.205 2.018 0.31
H -1.305 -1.851 -3.251 -0.04
H -3.645 5.109 -2.359 0.33
C 4.624 -0.158 6.318 -0.47
C -0.382 9.441 -3.893 -0.67
O -0.710 -8.730 -5.499 -0.31
H 0.451 -9.800 -6.847 0.32
H 1.531 1.581 2.370 0.32
H 6.035 1.327 3.707 0.29
C -0.470 -1.193 -3.099 0.13
H -6.067 2.062 1.276 0.35
C 0.898 5.259 -5.498 -0.15
O 7.922 -0.557 7.315 -0.37
H 9.282 -2.620 9.617 0.36
C 8.627 -2.379 8.780 -1.10
H 0.873 -8.094 -6.588 0.22
C -3.946 2.184 1.613 -0.11
C -3.584 -4.652 -3.774 -1.30
H -3.316 3.929 8.485 0.32
H -0.550 -8.511 -7.565 0.32
O -3.322 4.453 0.321 -0.55
O 6.009 -0.668 8.513 -0.56
H -1.117 9.806 -3.182 0.21
O 6.054 -0.198 6.307 -0.24
C 8.674 -0.895 8.491 -0.18
H 4.223 -1.161 6.451 0.32
H -5.681 3.601 9.289 0.37
H -2.440 4.178 -3.269 0.18
H -6.155 3.132 7.646 0.29
H -5.618 4.778 7.972 0.31
C -2.214 -4.789 -3.089 -0.36
O -3.273 4.441 4.737 -0.21
C -1.855 -9.411 -5.536 0.77
H 2.838 6.167 -5.235 0.40
O -2.431 -9.307 -4.341 -0.33
H -3.829 1.145 1.915 0.30
H -5.490 3.692 1.607 0.30
H -1.962 5.007 -1.779 0.36
H 0.822 -4.956 -3.315 0.60
O -2.290 -10.000 -6.488 -0.56
C 6.603 -0.496 7.483 0.72
C -2.766 4.472 -2.277 -0.71
C 3.948 0.827 2.274 0.78
H -2.277 6.259 4.529 0.35
O 2.903 0.094 1.903 -0.37
Br -0.616 -0.679 -1.201 -0.07
H 0.445 4.273 -5.417 0.24
H 2.553 2.213 0.167 0.42
C 0.053 -8.796 -6.707 -0.70
H -2.798 -11.659 -3.137 0.30
H 1.565 -1.525 -2.538 0.50
H -3.984 6.254 4.010 0.31
C 1.710 0.834 1.597 -0.11
O -3.739 3.355 6.537 -0.36
H 7.617 -2.697 9.030 0.31
C -3.060 5.679 4.048 -0.65
O -3.086 3.263 -1.582 -0.28
H -4.152 -9.561 -3.327 0.31
H -1.177 0.871 -3.474 0.39
H 2.478 4.874 -4.091 0.29
H -2.183 -4.226 -2.163 0.35
O -0.456 8.014 -3.849 -0.31
O -3.481 5.597 6.663 -0.56
C -3.351 3.416 -0.286 0.73
H 1.992 0.700 -0.528 0.22
C -3.466 -11.490 -3.982 -1.13
H 0.820 1.927 -0.025 0.27
H -2.050 -5.838 -2.866 0.42
H -3.223 2.775 2.174 0.23
H -4.309 -9.813 -5.063 0.33
C 0.276 7.398 -4.778 0.73
O 0.917 7.939 -5.637 -0.56
C 0.941 -1.721 -3.412 -0.23
O 3.968 2.020 2.414 -0.56
C -1.091 -4.331 -4.013 -0.64
H 0.904 0.103 1.646 0.23
H -0.618 9.813 -4.887 0.30
C 0.234 -4.046 -3.293 -1.02
H -0.910 -0.219 -4.910 0.31
H -0.907 -5.090 -4.765 0.42
H -4.129 -3.803 -3.384 0.32
C 6.187 0.656 2.865 -0.64
C 2.364 5.193 -5.127 -1.17
C -5.457 3.733 8.230 -1.12
H 0.070 -3.805 -2.244 0.28
H -2.756 5.426 3.036 0.14
O 1.457 -0.786 -4.409 -0.46
C 1.771 1.457 0.221 -1.01
C -3.498 4.568 6.042 0.69
H 8.316 -0.310 9.337 0.32
O 0.155 6.088 -4.590 -0.28
H -3.019 -11.953 -4.861 0.31
C -0.587 0.092 -3.923 -0.56
C -3.676 -10.007 -4.198 -0.21
C 0.889 0.425 -4.095 0.43
H -3.874 2.278 8.233 0.29
O -3.634 2.217 0.212 -0.31
O 1.493 1.475 -3.961 -0.55
H 8.951 -2.946 7.907 0.29
H 6.888 -0.120 3.156 0.22
H -1.371 -3.422 -4.535 0.40
O 4.970 0.001 2.499 -0.35
H -4.172 -5.555 -3.682 0.33
H -3.441 -4.480 -4.836 0.35
C -5.364 2.644 1.874 -1.18
H 0.610 9.777 -3.596 0.30
C -4.032 3.314 7.941 -0.18
H 2.883 4.483 -5.771 0.35
H 4.254 0.499 7.100 0.34
H 4.317 0.225 5.349 -0.03
N 1.012 -3.011 -3.989 -0.30
```

Output
Multiplicity   1
Maximum force   2.478 eV Å⁻¹
Structure (SMILES)   CCCCN[C@H]1OC(=O)C[C@@H]1Br.CCOC(=O)OC.CCOC(=O)OC.CCOC(=O)OC.CCOC(=O)OC.CCOC(=O)OC.CCOC(=O)OC
HOMO-LUMO gap   10.20 eV
LUMO energy   0.01823 hartree
Charge   0

Molecular formula: C32H63AlB2BeCsF4N5O26P3S2
Method: DFT, wB97M-V/def2-TZVPD

Geometry as XYZ:
```
140
Properties=species:S:1:pos:R:3:mulliken_charge:R:1
O 0.886 6.219 6.708 -0.60
C -1.757 3.053 1.179 -1.04
H -2.042 -4.780 1.620 0.51
H 1.934 -6.448 0.849 0.24
H -1.016 4.552 -1.038 0.64
N -2.056 -0.876 -2.678 -1.02
H -2.930 -2.927 2.986 0.98
C -3.570 -1.332 0.623 1.24
O 1.727 -3.859 1.940 -0.51
C -3.425 4.106 -1.346 -1.75
H -2.604 3.656 4.497 0.39
C -1.404 -4.062 2.137 -1.17
B -0.088 -9.935 -0.243 0.68
H -0.356 2.985 -1.054 0.41
C -0.642 0.539 0.542 -1.43
H -3.852 3.602 3.259 0.28
O 1.471 4.569 -0.270 -0.46
H 1.871 4.981 -5.476 0.31
P 2.475 -6.117 -5.663 0.83
H -0.232 -1.629 0.708 -0.63
H 2.404 6.858 0.465 0.34
H -6.453 -3.353 -3.793 0.30
P -0.132 5.093 6.406 0.74
O -1.523 5.682 6.206 -0.47
C -1.152 3.574 -1.484 -1.00
H -1.905 -1.594 -1.975 0.20
H -3.665 4.623 -0.426 0.24
C -5.033 -3.009 -2.209 -0.02
C 7.902 -7.101 3.624 0.18
Be 1.243 7.910 5.344 0.16
C -4.569 -1.395 1.861 -0.17
H -1.768 3.363 -3.489 0.36
O 3.263 -3.161 3.721 -0.32
H 0.992 -0.516 2.250 0.74
O 2.396 -7.302 0.748 -0.70
H -0.147 2.795 -3.266 0.46
C -5.960 4.248 -1.509 -1.16
C -2.217 -2.773 2.188 0.37
H -0.281 -4.231 3.811 0.25
H -6.493 -1.750 -3.130 0.20
F -0.421 -8.688 -0.755 -0.40
Cs -3.088 -4.345 -3.847 1.09
C 5.837 5.270 -4.883 0.79
P -2.170 0.511 -1.946 1.27
O 1.081 -2.156 3.420 -0.63
H -2.108 -2.870 0.032 0.34
H 0.579 -0.908 -0.689 0.65
O 0.258 4.353 5.134 -0.27
O 5.212 4.709 -5.908 -0.35
H 2.766 7.299 -1.230 0.29
O 7.804 -7.569 2.523 -0.48
H 3.538 -0.978 1.658 0.36
H 3.869 3.655 -4.711 0.31
H -1.887 -4.542 4.070 0.29
H -0.463 -2.056 2.444 -0.59
N -1.117 -4.640 3.433 -0.60
O 2.847 -7.300 -4.783 -0.39
C 0.211 -0.727 0.316 0.85
H -4.744 2.654 -2.186 -0.40
N 1.663 5.531 -0.967 0.93
O -0.139 4.123 7.572 -0.54
O 1.078 5.779 -1.999 -0.52
O 8.303 -5.553 7.385 -0.57
H -5.100 3.655 -4.031 0.43
H 2.804 -1.987 0.414 0.42
C 2.626 -1.473 1.349 -1.01
H -6.415 5.058 -2.081 0.45
N -6.934 3.165 -1.350 -0.37
C 7.104 -5.547 5.359 -0.21
O -2.891 -0.068 0.796 0.72
C -2.786 3.702 3.436 -1.40
H -0.691 3.107 1.016 -0.38
C 2.705 6.490 -0.512 -0.89
H -4.630 -4.019 -2.545 0.39
H -2.375 1.640 2.799 0.03
H 0.004 1.375 0.283 0.32
O -5.160 -0.475 -1.244 -0.83
O -4.550 4.227 -3.501 -0.64
O 7.034 5.684 -5.307 -0.35
H -4.359 -2.232 -2.677 0.11
O -1.340 -1.720 2.574 -0.58
Al 2.921 -4.716 5.160 0.25
H -2.118 4.078 1.114 0.85
H -0.484 4.565 -3.335 0.35
H 3.643 5.949 -0.455 0.31
B -4.635 -1.530 -0.490 0.26
H 7.873 5.809 -3.404 0.29
S -4.249 2.272 0.799 -0.24
H 2.934 5.954 -6.514 0.31
O 1.048 -5.664 -5.420 -0.42
H -7.235 -3.068 -2.194 0.33
C -2.115 0.709 -0.068 2.42
H -3.384 1.086 -2.360 -0.33
H 3.091 6.044 -4.769 0.26
C -4.667 3.740 -2.167 1.36
H 9.883 -7.374 6.448 0.39
N -2.478 3.005 -1.214 1.59
C 1.456 -0.449 1.269 -1.62
S 2.089 -2.679 2.584 1.41
H 7.326 7.354 -4.117 0.29
H -5.073 2.037 -0.235 -0.16
O 3.407 -4.948 -5.353 -0.50
C -0.821 3.599 -3.007 -1.86
C 8.978 -7.557 4.545 -0.33
H 6.188 -5.728 3.454 0.50
F 1.151 -10.346 -0.755 -0.42
H 9.645 -8.319 4.161 0.40
O 5.408 5.401 -3.771 -0.55
H 6.444 -4.783 5.751 0.39
C -6.430 -2.794 -2.857 -1.37
H 2.768 -3.159 4.595 0.29
H -1.010 2.655 3.121 0.53
H -3.588 -3.387 0.784 0.98
O -5.151 -2.831 -0.823 -0.91
C -1.993 2.646 2.656 -0.42
C 2.883 5.366 -5.596 -1.00
H -6.096 -0.451 -1.020 0.28
H -0.532 -3.950 1.533 0.26
C 8.180 -6.012 6.267 0.38
H -5.740 4.613 -0.514 0.32
H -0.755 0.560 1.618 0.43
C -2.532 2.293 0.084 -0.69
H -2.953 4.870 -1.964 0.62
F -1.073 -10.886 -0.636 -0.44
H -7.821 3.487 -1.013 0.21
C 7.786 6.388 -4.320 -0.63
H -7.023 2.599 -2.176 0.16
H 8.779 6.549 -4.730 0.22
H 1.805 0.569 1.165 0.64
H -2.522 4.671 3.025 0.33
O -4.296 -0.735 2.850 -0.67
F -0.022 -9.844 1.153 -0.43
C 9.105 -7.053 5.766 -0.37
O -5.577 -2.100 1.708 -0.75
C 6.968 -6.052 4.134 -0.31
C 3.882 4.232 -5.634 -0.20
H 3.634 3.550 -6.445 0.29
C -2.817 -2.627 0.830 -1.72
H -1.097 1.261 -2.465 -0.26
O 2.596 -6.550 -7.119 -0.52
```

Output
Multiplicity   1
Maximum force   3.788 eV Å⁻¹
HOMO-LUMO gap   2.14 eV
LUMO energy   0.05338 hartree
Charge   -3